Computed, not measured: one molecule with the formula C22H26N2O7, with wB97M-V/def2-TZVPD.

Structure (XYZ):
```
57
Properties=species:S:1:pos:R:3:nbo_charge:R:1
C 1.271 4.160 0.622 -0.635
C 1.974 3.313 -0.429 -0.074
O 2.420 2.067 0.104 -0.517
C 1.497 1.104 0.241 0.805
O 0.325 1.262 -0.024 -0.645
C 2.064 -0.127 0.785 -0.255
C 1.357 -1.041 1.541 0.256
C -0.078 -1.103 1.904 -0.674
N 2.243 -1.963 2.000 -0.496
C 3.506 -1.677 1.582 0.221
C 4.658 -2.551 1.912 -0.657
C 3.442 -0.537 0.805 -0.209
C 4.578 -0.011 0.055 0.571
O 5.697 0.097 0.502 -0.536
C 4.301 0.294 -1.420 -0.190
O 3.351 -0.638 -1.930 -0.495
C 2.214 -0.185 -2.443 0.808
O 1.942 0.974 -2.615 -0.612
C 1.288 -1.342 -2.795 -0.330
N -0.059 -1.068 -2.366 -0.602
C -0.647 -1.792 -1.380 0.682
O -0.129 -2.790 -0.908 -0.646
C -2.006 -1.336 -0.990 -0.204
C -2.933 -2.301 -0.597 -0.143
C -4.208 -1.942 -0.225 -0.267
C -4.591 -0.598 -0.215 0.330
O -5.877 -0.364 0.152 -0.491
C -6.350 0.963 0.279 -0.063
C -5.886 1.631 1.570 -0.638
C -3.659 0.370 -0.580 -0.337
C -2.384 0.001 -0.968 -0.103
H 1.925 4.313 1.478 0.210
H 0.364 3.662 0.955 0.224
H 1.010 5.125 0.197 0.214
H 2.881 3.806 -0.785 0.189
H 1.306 3.111 -1.273 0.208
H -0.587 -0.217 1.538 0.260
H -0.537 -1.977 1.441 0.250
H -0.200 -1.178 2.984 0.215
H 1.989 -2.772 2.545 0.416
H 5.571 -2.111 1.523 0.256
H 4.757 -2.656 2.992 0.223
H 4.526 -3.544 1.482 0.219
H 3.921 1.314 -1.534 0.243
H 5.233 0.186 -1.984 0.215
H 1.622 -2.252 -2.292 0.262
H 1.316 -1.487 -3.882 0.220
H -0.441 -0.169 -2.617 0.411
H -2.633 -3.338 -0.598 0.232
H -4.935 -2.683 0.067 0.225
H -6.065 1.561 -0.596 0.171
H -7.439 0.862 0.285 0.194
H -4.802 1.712 1.599 0.214
H -6.208 1.041 2.425 0.216
H -6.318 2.625 1.643 0.215
H -3.909 1.419 -0.566 0.218
H -1.668 0.776 -1.195 0.226
```

Results
Kohn-Sham gap   9.04 eV
Relative energy (zero: lowest compared OMol25 entry of this formula, charge and spin)   0.203 eV
E_HOMO   -8.3 eV
SMILES   CCOC(=O)c1c(C)[nH]c(C)c1C(=O)COC(=O)CNC(=O)c1ccc(OCC)cc1

=====

Computed, not measured: C22H26N5O3PPdS2Se2Te as an isolated structure, with wB97M-V/def2-TZVPD.

Structure (XYZ):
```
63
Properties=species:S:1:pos:R:3:nbo_charge:R:1
Pd 0.077 0.767 0.613 1.065
C 2.987 2.027 4.662 -0.762
S 3.639 2.539 3.062 0.438
C 2.336 2.207 1.982 -0.104
S 0.805 1.579 2.588 0.135
N 2.527 2.454 0.724 -0.339
N 1.351 2.281 0.035 -0.229
C 0.979 3.173 -0.802 0.160
C -0.426 3.203 -1.195 0.104
C -0.880 3.958 -2.262 -0.175
C -2.244 3.980 -2.519 -0.130
C -3.089 3.258 -1.698 -0.205
C -2.548 2.533 -0.641 0.067
N -1.251 2.517 -0.382 -0.426
H 3.799 2.233 5.358 0.268
H 2.762 0.964 4.682 0.237
H 2.126 2.623 4.956 0.243
H 1.677 3.961 -1.073 0.253
H -0.182 4.511 -2.875 0.248
H -2.637 4.554 -3.347 0.252
H -4.158 3.256 -1.858 0.250
H -3.184 1.951 0.014 0.214
Se -1.137 -2.113 1.103 0.260
Se 0.360 -2.169 2.871 0.275
C 1.894 -1.514 1.913 0.049
C 3.125 -2.027 2.303 -0.265
C 4.259 -1.661 1.601 -0.106
C 4.123 -0.839 0.493 -0.238
C 2.866 -0.373 0.174 0.048
N 1.772 -0.674 0.886 -0.477
C -2.343 -0.811 1.818 0.019
C -3.644 -1.137 2.157 -0.238
C -4.457 -0.135 2.675 -0.116
C -3.931 1.135 2.856 -0.237
C -2.615 1.370 2.486 0.055
N -1.842 0.419 1.962 -0.533
H 3.181 -2.727 3.126 0.254
H 5.228 -2.039 1.895 0.251
H 4.971 -0.554 -0.113 0.253
H 2.718 0.267 -0.685 0.219
H -4.003 -2.149 2.041 0.255
H -5.479 -0.353 2.952 0.251
H -4.521 1.935 3.276 0.253
H -2.161 2.347 2.604 0.226
C -2.155 -3.116 -3.202 -0.644
C -2.185 -1.615 -3.338 -0.060
O -0.831 -1.088 -3.544 -0.840
P 0.117 -0.671 -2.377 2.105
O -0.620 0.021 -1.266 -1.154
Te 1.810 0.710 -3.418 -0.032
O 0.809 -1.954 -1.783 -0.862
C 1.541 -2.924 -2.587 -0.064
C 1.719 -4.162 -1.746 -0.629
H -3.174 -3.496 -3.138 0.242
H -1.623 -3.422 -2.300 0.207
H -1.681 -3.572 -4.070 0.231
H -2.604 -1.122 -2.461 0.188
H -2.731 -1.290 -4.221 0.215
H 2.498 -2.472 -2.855 0.199
H 0.972 -3.121 -3.495 0.200
H 2.251 -3.927 -0.823 0.212
H 2.302 -4.897 -2.299 0.243
H 0.756 -4.607 -1.497 0.220
```

Results
Total charge   +2
Kohn-Sham gap (alpha / beta)   3.62 / 3.51 eV
Relative energy (zero: lowest compared OMol25 entry of this formula, charge and spin)   2.750 eV
E_HOMO (alpha / beta)   -12.8 / -12.7 eV

=====

Computed, not measured: C22H26N5O3PPdS2Se2Te as an isolated structure at a distorted geometry, with wB97M-V/def2-TZVPD.

Structure (XYZ):
```
63
Properties=species:S:1:pos:R:3:nbo_charge:R:1
Pd -0.095 1.303 -0.106 1.106
C 2.018 6.014 -1.619 -0.751
S 3.036 4.525 -1.635 0.389
C 2.209 3.432 -0.573 -0.102
S 0.591 3.763 0.079 0.023
N 2.834 2.340 -0.320 -0.323
N 2.055 1.448 0.380 -0.284
C 2.608 0.629 1.170 0.128
C 1.746 -0.158 2.073 0.121
C 2.289 -1.044 2.979 -0.197
C 1.444 -1.652 3.902 -0.138
C 0.099 -1.346 3.873 -0.229
C -0.360 -0.454 2.908 0.082
N 0.440 0.135 2.032 -0.477
H 2.565 6.718 -2.246 0.263
H 1.937 6.423 -0.614 0.245
H 1.035 5.844 -2.050 0.218
H 3.691 0.593 1.260 0.227
H 3.355 -1.240 2.977 0.242
H 1.840 -2.342 4.636 0.245
H -0.590 -1.781 4.585 0.242
H -1.414 -0.213 2.842 0.203
Se -2.844 0.653 -1.516 0.094
Se -0.997 3.476 -2.172 0.556
C 0.186 2.263 -3.008 -0.027
C 0.420 2.318 -4.372 -0.240
C 1.307 1.391 -4.904 -0.118
C 1.894 0.458 -4.064 -0.209
C 1.577 0.469 -2.714 0.076
N 0.743 1.366 -2.193 -0.503
C -3.216 1.299 0.253 0.023
C -4.491 1.352 0.785 -0.240
C -4.647 1.920 2.040 -0.120
C -3.540 2.426 2.703 -0.231
C -2.302 2.335 2.097 0.052
N -2.138 1.767 0.892 -0.564
H -0.074 3.056 -4.991 0.255
H 1.529 1.396 -5.964 0.253
H 2.590 -0.275 -4.445 0.250
H 2.000 -0.245 -2.021 0.233
H -5.336 0.975 0.227 0.252
H -5.631 1.979 2.489 0.250
H -3.633 2.889 3.677 0.253
H -1.405 2.709 2.574 0.224
C -0.996 -4.866 1.953 -0.635
C -1.830 -3.691 1.505 -0.058
O -0.961 -2.630 0.999 -0.851
P -0.905 -2.201 -0.514 2.155
O 0.020 -1.046 -0.652 -1.158
Te -3.191 -1.812 -1.347 0.196
O -0.573 -3.489 -1.334 -0.851
C 0.707 -4.200 -1.439 -0.052
C 1.856 -3.307 -1.842 -0.644
H -1.619 -5.563 2.515 0.243
H -0.184 -4.530 2.601 0.222
H -0.571 -5.400 1.103 0.215
H -2.389 -3.254 2.326 0.200
H -2.544 -3.986 0.735 0.187
H 0.516 -4.958 -2.187 0.216
H 0.887 -4.690 -0.485 0.190
H 1.627 -2.783 -2.771 0.216
H 2.735 -3.933 -2.004 0.245
H 2.090 -2.573 -1.067 0.212
```

Results
Total charge   +2
Kohn-Sham gap (alpha / beta)   7.94 / 5.21 eV
2S+1   5
Expectation value of S²   6.0252
E_HOMO (alpha / beta)   -13.7 / -13.7 eV

=====

Computed, not measured: C22H27BInN9S2 as an isolated structure at a distorted geometry, with wB97M-V/def2-TZVPD.

Structure (XYZ):
```
62
Properties=species:S:1:pos:R:3:nbo_charge:R:1
In -1.192 -0.132 -0.096 1.951
C -4.303 1.701 -2.796 -0.317
C -3.184 1.870 -1.920 0.006
N -2.732 0.644 -1.559 -0.468
N -3.549 -0.260 -2.174 -0.313
C -4.478 0.339 -2.910 0.040
B -3.448 -1.753 -1.767 0.524
N -2.009 -2.258 -2.053 -0.304
C -1.597 -3.151 -2.967 0.058
C -0.205 -3.111 -3.033 -0.319
C 0.164 -2.218 -1.996 0.019
N -0.932 -1.719 -1.419 -0.528
N -3.722 -1.860 -0.270 -0.329
C -4.874 -2.220 0.287 0.062
C -4.833 -1.909 1.640 -0.322
C -3.579 -1.320 1.843 0.017
N -2.885 -1.322 0.702 -0.480
H -4.842 2.494 -3.330 0.265
H -2.727 2.809 -1.671 0.231
H -5.207 -0.266 -3.472 0.259
H -4.257 -2.314 -2.448 0.006
H -2.356 -3.701 -3.548 0.260
H 0.471 -3.553 -3.747 0.266
H 1.182 -1.900 -1.723 0.261
H -5.617 -2.785 -0.306 0.260
H -5.581 -2.108 2.374 0.261
H -3.194 -0.926 2.766 0.231
C -0.209 -2.029 3.564 -0.676
C -0.089 -0.567 3.498 0.102
N -0.200 0.168 2.395 -0.518
C -0.136 1.549 2.718 0.073
C -0.043 1.784 4.063 -0.382
S 0.167 0.305 4.955 0.543
C 0.130 2.561 1.689 0.077
C 0.525 3.820 2.016 -0.395
S 0.880 4.754 0.622 0.554
C 0.607 3.317 -0.305 0.106
N 0.112 2.274 0.320 -0.504
C 0.824 3.262 -1.797 -0.667
H -0.585 -2.423 2.624 0.242
H -0.876 -2.303 4.402 0.260
H 0.800 -2.419 3.818 0.267
H 0.001 2.746 4.590 0.266
H 0.614 4.219 3.017 0.261
H 1.697 3.885 -2.103 0.260
H -0.100 3.661 -2.270 0.247
H 0.903 2.194 -2.113 0.247
C 5.162 -0.079 1.469 -0.594
C 4.809 -0.042 -0.005 -0.170
C 5.572 -1.188 -0.714 -0.590
C 5.027 1.360 -0.633 -0.585
C 3.375 -0.281 -0.203 0.410
N 2.248 -0.157 -0.462 -0.462
H 6.151 0.352 1.629 0.238
H 5.104 -1.062 1.913 0.226
H 4.501 0.538 2.068 0.211
H 6.660 -0.980 -0.735 0.240
H 5.278 -1.247 -1.757 0.219
H 5.301 -2.144 -0.270 0.224
H 6.103 1.609 -0.690 0.238
H 4.526 2.133 -0.065 0.216
H 4.645 1.360 -1.657 0.222
```

Results
Total charge   +2
Kohn-Sham gap   6.81 eV
E_HOMO   -14.0 eV

=====

Which formula does entry 3 have? C22H26N5O3PPdS2Se2Te